No. 1
C37H40NO2P3Pd | ωB97M-V/def2-TZVPD

```
84
Properties=species:S:1:pos:R:3:forces:R:3
Pd 0.07130 0.09240 -0.04910 -3.15 -0.56 -2.46
O 2.26490 0.64460 1.85190 0.80 0.06 -0.02
N 2.42010 -0.59640 1.24440 0.93 -0.44 1.07
C 3.60120 -0.89680 0.86160 -0.06 1.36 0.67
C 3.79050 -2.17850 0.24230 -0.15 -0.74 -0.34
C 5.05640 -2.75930 0.16440 -0.27 0.19 0.04
C 5.19440 -4.05870 -0.28570 -0.07 0.06 -0.01
C 4.06590 -4.79410 -0.61580 -0.01 0.01 -0.01
C 2.80460 -4.22060 -0.55690 0.06 0.01 0.08
C 2.65360 -2.89350 -0.17060 0.26 0.45 -0.12
P 1.03950 -2.05810 -0.14530 -0.33 -0.36 0.45
C 0.02260 -2.71400 -1.62080 0.10 0.32 0.21
C 0.75570 -3.54900 -2.62570 0.07 0.00 -0.21
C 0.23100 -4.07330 -3.73640 0.44 -0.06 0.20
C -1.15850 -4.11170 -4.13040 -0.52 0.12 0.00
C -2.20150 -4.15050 -3.29910 0.22 -0.04 -0.22
C -2.07750 -4.26250 -1.81540 -0.01 0.27 0.09
C 0.35760 -2.65340 1.45260 -0.01 0.05 -0.09
C -0.26420 -1.70060 2.26750 -0.04 0.13 -0.02
C -0.69000 -2.03320 3.53960 -0.05 0.09 0.05
C -0.50250 -3.32070 4.01760 0.01 0.01 -0.04
C 0.10250 -4.27270 3.21490 0.01 -0.09 0.03
C 0.53800 -3.94530 1.94050 -0.08 0.24 -0.11
H 1.59620 0.54490 2.55070 0.13 -0.29 -0.34
H 4.45160 -0.24670 1.05130 -0.01 0.13 0.00
H 5.91700 -2.19070 0.48220 0.12 0.05 0.01
H 6.17600 -4.49790 -0.36490 0.08 -0.08 0.02
H 4.16770 -5.81630 -0.94140 0.00 -0.15 -0.01
H 1.94320 -4.81480 -0.81660 -0.05 -0.10 -0.09
H 1.83390 -3.52120 -2.54120 -0.09 -0.13 -0.16
H 0.92280 -4.49200 -4.45530 0.11 -0.03 -0.03
H -1.33660 -4.14100 -5.19580 -0.10 -0.06 -0.11
H -3.19390 -4.24930 -3.71600 -0.06 0.03 -0.10
H -3.06120 -4.38960 -1.36120 0.03 -0.15 0.03
H -0.40540 -0.66340 1.91160 0.05 -0.61 0.42
H -1.15090 -1.28230 4.16360 -0.05 0.05 0.09
H -0.81340 -3.57200 5.01810 -0.06 -0.07 0.13
H 0.25430 -5.27280 3.58800 0.01 -0.13 0.04
H 1.02370 -4.69350 1.33270 0.08 -0.08 0.00
C -2.81280 1.54210 0.71610 -0.02 0.07 -0.21
P -1.71350 1.51130 -0.74960 -0.50 0.10 0.86
C -1.69430 3.27780 -1.20560 0.30 -0.31 0.01
C -2.67100 0.69030 -2.05670 0.32 -0.11 -0.06
C -3.18010 1.38750 -3.14740 0.08 0.02 0.12
C -3.85220 0.71160 -4.15100 -0.03 -0.06 0.02
C -4.05870 -0.65360 -4.04920 -0.06 0.04 0.02
C -3.59470 -1.34730 -2.94310 -0.07 0.02 0.21
C -2.85960 -0.69480 -1.96320 0.35 0.21 0.15
P -2.12880 -1.55480 -0.51910 0.35 -0.36 -1.00
C -3.62500 -2.12310 0.38190 0.55 0.45 0.54
C -1.32370 -3.16520 -1.03790 0.05 0.35 0.43
H -3.82340 1.80400 0.40470 -0.08 0.03 0.08
H -2.44160 2.29980 1.40570 0.04 -0.01 0.05
H -2.81480 0.57580 1.22290 -0.03 0.16 -0.02
H -2.72710 3.62080 -1.26530 -0.01 0.02 -0.04
H -1.19330 3.43630 -2.15900 0.00 0.06 -0.01
H -1.18360 3.84020 -0.42620 -0.03 0.01 -0.01
H -3.04600 2.45460 -3.22850 0.01 0.08 -0.04
H -4.21880 1.25610 -5.00630 -0.05 0.04 -0.11
H -4.58080 -1.17740 -4.83410 -0.08 -0.08 -0.05
H -3.79330 -2.40040 -2.85010 -0.04 -0.10 -0.05
H -4.29220 -2.63970 -0.30780 0.15 -0.02 -0.14
H -4.16410 -1.27170 0.79550 -0.01 -0.04 0.03
H -3.32500 -2.79060 1.19110 -0.09 0.00 0.01
H -1.50130 -5.17470 -1.61660 -0.10 0.00 0.10
H -1.14680 -3.62330 -0.04970 -0.10 0.13 -0.25
H -0.17410 -1.76760 -2.17290 0.09 -0.26 0.15
C 1.85520 2.41490 -1.19540 -0.20 -0.47 0.18
C 1.26010 2.96990 0.07120 0.18 -0.09 -0.09
O 0.49870 2.27500 0.75060 0.49 -0.08 -0.07
C 1.54790 4.34310 0.46980 -0.13 0.54 0.28
C 2.24100 5.24540 -0.34840 -0.14 -0.30 0.16
C 2.38960 6.55930 0.04810 0.04 0.14 -0.02
C 1.86650 6.99380 1.25820 0.01 -0.12 -0.11
C 1.20650 6.10200 2.09300 -0.01 0.04 0.01
C 1.04130 4.79090 1.70100 0.09 -0.17 -0.16
H 1.50920 1.36470 -1.32900 0.22 0.47 -0.03
H 2.94340 2.42380 -1.15210 0.05 0.02 -0.01
H 1.54640 3.00450 -2.05800 0.02 0.01 -0.06
H 2.65600 4.93000 -1.29220 0.04 -0.05 -0.14
H 2.90980 7.25310 -0.59320 0.06 0.07 -0.05
H 1.96940 8.02830 1.54490 0.06 0.10 0.06
H 0.81900 6.43820 3.04190 -0.04 0.02 0.09
H 0.53030 4.08540 2.34000 -0.05 0.01 0.03
```
Positions in Å, forces in eV/Å.

HOMO energy (alpha / beta)	-13.143 / -13.165	eV
calculated total energy	-75933.08645	eV
orbital gap (alpha / beta)	5.73 / 5.84	eV
net charge	+2
ΔE to the lowest compared entry with this formula, charge and spin	317.1	kJ/mol

No. 2
C37H41BrCoGeIN4O4S | ωB97M-V/def2-TZVPD

```
91
Properties=species:S:1:pos:R:3:forces:R:3
Co -1.02265 0.97073 1.38662 -0.89 -0.08 0.57
N -3.31433 0.66433 2.07674 -0.02 -0.19 0.11
C -4.21241 1.23268 1.06605 0.05 0.05 -0.09
C -3.42473 1.50260 -0.20960 -0.07 -0.01 0.24
N -2.12046 2.11348 0.10714 0.12 -0.25 -0.40
C -2.17677 3.51386 0.57302 0.03 -0.04 0.18
C -2.14081 3.57558 2.09026 -0.03 0.07 -0.02
N -1.01815 2.75000 2.55054 0.19 -0.08 -0.89
H -3.12307 -0.30989 1.84542 -0.04 0.04 -0.02
H -3.75039 0.66928 2.99190 0.00 0.05 0.00
H -4.63788 2.16203 1.44987 0.00 0.00 0.02
H -5.04819 0.57137 0.82214 -0.03 0.01 0.02
H -4.00456 2.14767 -0.87731 0.01 -0.01 -0.04
H -3.21703 0.56377 -0.72533 0.02 0.07 0.00
H -1.59566 2.10713 -0.76067 -0.14 -0.01 -0.09
H -3.06762 4.01942 0.18965 0.01 -0.01 -0.04
H -1.29686 4.02673 0.17866 0.00 0.00 -0.03
H -3.04960 3.15091 2.50765 -0.02 0.05 0.05
H -2.07301 4.61736 2.41429 0.04 -0.02 0.04
H -1.07834 2.53051 3.53887 0.05 -0.21 -0.04
H -0.12723 3.21751 2.41385 0.05 -0.03 0.09
C 5.57623 -3.71686 3.51608 -0.06 0.05 -0.04
C 4.52660 -2.64116 3.44219 -0.05 -0.05 0.03
C 4.78575 -1.35055 3.89976 0.01 0.01 -0.01
C 3.82112 -0.36350 3.82204 -0.01 -0.03 -0.02
C 2.58134 -0.65818 3.26448 -0.03 0.06 0.03
C 2.30761 -1.92842 2.78809 -0.03 0.05 0.17
C 3.27996 -2.91280 2.89188 0.01 0.05 0.13
S 1.43672 0.69854 3.23685 -0.66 0.16 0.35
O 1.92365 1.67845 2.28344 0.01 0.02 -0.09
O 1.34128 1.14674 4.61130 0.08 -0.06 -0.06
N 0.01360 0.21246 2.70454 1.14 -0.48 0.60
C -0.67223 -0.88630 3.35644 -0.23 0.02 -0.35
C -1.16998 -1.79190 2.22551 0.12 -0.03 0.45
O -1.32409 -2.98562 2.39304 -0.05 -0.08 -0.21
O -1.45283 -1.13213 1.13808 0.14 0.93 -0.52
H 6.32400 -3.49140 4.27527 0.01 -0.01 0.00
H 6.09011 -3.81373 2.55713 0.03 0.00 -0.01
H 5.12626 -4.68248 3.74570 0.02 -0.01 0.01
H 5.75318 -1.12026 4.32982 0.00 0.00 0.01
H 4.01380 0.63615 4.18836 0.04 -0.02 0.03
H 1.36041 -2.16902 2.32554 0.06 0.05 0.21
H 3.05799 -3.90880 2.52748 0.02 0.01 0.02
H -1.58635 -0.53705 3.85906 0.13 0.04 0.22
H -0.06705 -1.41462 4.08842 0.01 -0.12 -0.04
C 2.79285 4.91027 -1.56982 0.00 0.00 0.02
C 2.82137 3.78833 -2.38658 0.04 0.00 -0.02
C 2.22724 2.60664 -1.96752 -0.03 -0.07 0.03
C 1.60671 2.51363 -0.72023 -0.04 -0.06 0.24
C 1.61121 3.64346 0.09443 0.04 -0.05 -0.09
C 2.18925 4.83549 -0.32361 0.00 0.01 -0.01
Ge 0.70493 0.81061 -0.23824 0.10 0.22 -0.72
C 1.98261 -0.66356 -0.16809 -0.19 0.02 0.24
C 1.52895 -1.98149 -0.09091 0.02 -0.03 -0.28
C 2.42475 -3.03949 -0.14466 0.00 0.03 -0.23
C 3.78703 -2.79047 -0.24632 -0.08 0.04 -0.07
C 4.24904 -1.48238 -0.28992 0.04 -0.06 -0.01
C 3.35125 -0.42403 -0.25031 -0.05 0.05 0.01
C -0.24391 0.52299 -2.00772 -0.01 0.08 0.21
C -0.74151 1.62293 -2.71788 0.06 -0.02 0.00
C -1.37331 1.48195 -3.94725 -0.06 0.03 0.01
C -1.51397 0.22287 -4.51059 0.02 -0.03 0.03
C -1.00841 -0.88086 -3.83957 0.07 0.05 -0.07
C -0.38766 -0.72968 -2.60618 0.13 0.09 -0.03
H 3.25003 5.83506 -1.89796 0.01 0.00 -0.01
H 3.31008 3.83528 -3.35183 -0.02 -0.01 -0.01
H 2.24025 1.74149 -2.62116 0.02 0.02 -0.04
H 1.20189 3.56899 1.08941 0.03 0.07 0.04
H 2.18454 5.70049 0.32853 -0.01 -0.01 0.01
H 0.46933 -2.18342 0.03126 0.02 -0.02 -0.05
H 2.05794 -4.05752 -0.10007 -0.01 -0.01 0.03
H 4.48674 -3.61629 -0.27528 0.02 0.00 -0.02
H 5.31163 -1.28567 -0.36094 0.00 0.01 0.03
H 3.71647 0.59645 -0.27803 0.03 -0.01 0.00
H -0.58155 2.63193 -2.34351 0.01 0.01 0.01
H -1.74048 2.35652 -4.47094 0.01 0.01 0.01
H -2.00910 0.10277 -5.46605 0.02 -0.01 -0.01
H -1.10260 -1.86825 -4.27523 0.00 -0.01 0.01
H 0.00082 -1.61075 -2.11736 0.04 -0.02 0.03
Br -3.11934 -5.47750 -2.50287 0.01 0.03 -0.05
C -3.76303 -3.97573 -3.46024 0.02 0.03 0.08
C -4.25015 -4.18781 -4.74255 -0.02 0.00 -0.04
C -4.74906 -3.12503 -5.47758 0.01 -0.02 -0.01
C -4.76620 -1.85260 -4.92717 0.00 0.03 0.04
C -4.26483 -1.64435 -3.65265 -0.03 -0.01 0.00
C -3.75317 -2.70000 -2.90337 0.01 -0.04 0.10
I -2.91201 -2.27045 -1.03475 -0.26 -0.31 0.01
H -4.23498 -5.18528 -5.15917 0.00 -0.01 0.01
H -5.12155 -3.29451 -6.47914 -0.02 -0.01 0.01
H -5.16414 -1.01803 -5.48974 0.01 0.00 -0.01
H -4.25326 -0.64766 -3.23091 0.00 0.00 -0.01
```
Positions in Å, forces in eV/Å.

HOMO energy (alpha / beta)	-8.236 / -8.339	eV
calculated total energy	-236306.65552	eV
orbital gap (alpha / beta)	8.37 / 7.65	eV
net charge	0
ΔE to the lowest compared entry with this formula, charge and spin	160.3	kJ/mol